A 2-piece molecular cluster, C3H9NO2 overall in a non-equilibrium geometry. Source: the OMol25 dataset; level of theory: ωB97M-V with the def2-TZVPD basis set.

Results
ΔE to the lowest compared entry with this formula, charge and spin ... 43.9 kcal per mole
Structure (SMILES) ... CC(N)=O.CO
Kohn-Sham gap ... 9.94 eV
Net charge ... 0
2S+1 ... 1
Maximum force ... 0.0799 Eh/bohr

Last columns: bonded neighbours and bond lengths (Å).
Geometry (Å):
1 C 1.74373 -0.60370 -1.00842  C2 1.561, H5 1.007, H6 1.109, H7 1.153
2 C 0.19000 -0.72316 -0.91698  C1 1.561, N3 1.386, O4 1.208
3 N -0.20333 -1.61413 -1.90353  C2 1.386, H8 1.030, H9 1.002
4 O -0.59349 -0.28235 -0.11022  C2 1.208
5 H 2.00514 0.25587 -0.55355  C1 1.007
6 H 2.26962 -0.81674 -1.96184  C1 1.109
7 H 1.96694 -1.37317 -0.17981  C1 1.153
8 H -1.13518 -2.05364 -1.90168  N3 1.030
9 H 0.54858 -2.16417 -2.27175  N3 1.002
10 C -1.07664 1.89380 1.76521  O11 1.342, H12 1.215, H13 1.111, H14 1.127
11 O -1.43976 0.76292 2.38916  C10 1.342, H15 0.986
12 H -0.58183 1.72827 0.66819  C10 1.215
13 H -1.89394 2.62659 1.93411  C10 1.111
14 H -0.19113 2.31435 2.32039  C10 1.127
15 H -1.60871 0.04926 1.73071  O11 0.986